# C2H8Cl2Si2

A cluster of 2 separate species, C2H8Cl2Si2 in total (the ωB97M-V functional and the def2-TZVPD basis, the Open Molecules 2025 dataset).

Each line ends with the Löwdin charge.
CARTESIAN COORDINATES (ANGSTROEM)
C: 3.0839 1.0976 -0.3472  -0.3745
C: -1.0388 -0.9249 0.1306  -0.2728
Si: 3.1614 1.9887 1.4880  0.6399
Si: -1.4802 0.9790 -0.0816  -0.1409
Cl: -2.8357 1.2947 1.4212  0.2591
Cl: -2.5694 0.9340 -1.9199  0.1811
H: 2.5358 1.6705 -1.0533  -0.0177
H: 3.9871 0.6488 -0.6726  -0.0244
H: 2.5557 0.1754 -0.3630  -0.0229
H: -1.9766 -1.5052 -0.0293  0.0368
H: -0.2318 -1.2276 -0.3835  -0.0460
H: -0.7648 -1.2002 1.1740  0.0341
H: 1.6633 1.7887 1.7527  -0.1861
H: -0.3059 1.8502 -0.0599  -0.0657

For the LUMO energy (spin up / spin down), the calculation gives 0.76 / -2.31 eV. Its HOMO energy (spin up / spin down) is -7.25 / -10.79 eV. Its spin multiplicity is 3. As for the HOMO-LUMO gap (spin up / spin down): 8.007 / 8.477 eV.

---

# C4H33N2O12S

A cluster of 12 separate species, C4H33N2O12S in total (the ωB97M-V functional and the def2-TZVPD basis, the Open Molecules 2025 dataset).

Each line ends with the Löwdin charge.
CARTESIAN COORDINATES (ANGSTROEM)
N: 0.0628 0.6480 -1.5820  0.1998
C: -1.1642 1.0161 -0.8142  -0.2593
C: -1.5051 2.4995 -0.7824  -0.4924
S: -2.0466 3.2347 -2.3793  0.7742
C: -0.8995 0.5184 0.6099  -0.4513
N: -1.9398 0.2204 1.4096  0.0732
C: -3.2106 -0.3746 1.1085  -0.0555
O: 0.2503 0.5893 1.0333  0.0518
H: 0.3019 -0.2998 -1.2470  0.1009
H: 0.7910 1.1800 -1.0732  0.1113
H: 0.2397 0.9166 -2.5464  0.1129
H: -2.0079 0.4120 -1.1505  0.1405
H: -0.7065 3.1456 -0.4428  0.0585
H: -2.3048 2.4355 -0.0503  0.0711
H: -1.3297 2.3609 -3.1023  -0.1604
H: -1.5749 0.0784 2.3392  0.1361
H: -3.6418 -0.0794 0.1746  0.0856
H: -3.9403 -0.2303 1.9110  0.1048
H: -3.2346 -1.4693 1.1930  0.0892
H: -1.4415 2.7319 2.6855  0.0259
H: -1.8268 4.1113 2.4588  0.0656
O: -1.5273 3.3501 1.9411  -0.0507
H: 1.6817 -1.4384 -0.7781  0.0364
H: 0.8004 -1.6202 0.4580  0.0272
O: 0.9854 -2.0008 -0.4162  -0.0387
H: 2.4388 2.4137 -2.0907  0.0102
H: 1.9209 2.9375 -3.4897  0.0788
O: 1.7067 2.4265 -2.7050  -0.0300
H: 2.6428 3.1899 0.5146  0.0596
H: 1.3485 2.6826 1.1740  0.0424
O: 1.7774 2.8146 0.3203  -0.0414
H: 1.0897 -4.4210 -0.1836  -0.0179
H: 1.0142 -4.5182 -1.8129  0.0306
O: 0.6778 -4.7840 -0.9609  -0.0459
H: 3.5793 1.4255 -1.0706  0.0065
H: 4.3967 0.1442 -0.8255  0.0606
O: 3.7015 0.5236 -1.3686  -0.0295
H: -0.0360 0.4789 3.5926  0.0102
H: 0.9121 1.3261 4.3028  0.0555
O: -0.0311 1.3099 4.0889  -0.0460
H: -3.5958 -2.2643 -0.7296  0.0014
H: -2.3919 -2.1628 -1.6765  0.0211
O: -3.0841 -2.7579 -1.3752  -0.0348
H: 1.8522 -2.9460 2.4807  0.0180
H: 2.4283 -1.8062 3.3334  0.0417
O: 1.6918 -2.0221 2.7505  -0.0838
H: 2.1507 -0.7930 -3.3381  0.0440
H: 1.2640 -1.6966 -4.1740  0.0622
O: 1.2256 -1.0402 -3.4696  -0.0405
H: -0.0571 -4.3052 2.6389  0.0743
H: -0.0074 -3.9015 1.1975  0.0417
O: 0.5731 -4.1895 1.9185  -0.0456

For the LUMO energy, the calculation gives -2.76 eV. Its HOMO energy is -12.13 eV. As for the total charge: +1. As for the HOMO-LUMO gap: 9.376 eV.

---

# C5H6N2O

The molecule C5H6N2O (the ωB97M-V functional and the def2-TZVPD basis, the Open Molecules 2025 dataset).

Each line ends with the Löwdin charge.
CARTESIAN COORDINATES (ANGSTROEM)
C: -3.1858 0.0006 -0.0700  0.0236
C: -1.8705 -0.3542 0.1011  -0.1805
C: 0.3823 0.2835 0.0178  -0.3862
C: 1.4517 1.1641 0.0394  -0.0186
C: 2.0690 -0.9731 -0.0252  -0.1873
H: -3.5501 0.9978 -0.2398  0.0443
H: -3.9694 -0.7455 0.0817  0.0446
H: -1.4778 -1.4007 0.2378  0.1207
H: 1.4953 2.2549 0.0346  0.1208
H: 3.5127 0.6084 0.0175  0.1683
H: 2.7756 -1.7681 -0.1055  0.1144
N: 2.5233 0.2985 -0.0165  0.0243
N: 0.7621 -0.9951 -0.0432  0.1201
O: -0.9183 0.6287 -0.0297  -0.0084

For the LUMO energy, the calculation gives 0.78 eV. Its structure (SMILES) is C=COc1c[nH]cn1. Its HOMO energy is -7.97 eV. As for the HOMO-LUMO gap: 8.758 eV.

---

# C2H10N5

A cluster of 2 separate species, C2H10N5 in total (the ωB97M-V functional and the def2-TZVPD basis, the Open Molecules 2025 dataset).

Each line ends with the Löwdin charge.
CARTESIAN COORDINATES (ANGSTROEM)
N: 1.1981 -2.7732 -0.2089  0.0398
C: 0.8776 -2.1892 1.0447  -0.2928
N: 0.0198 -1.2689 1.1240  0.0755
H: 0.9924 -3.7733 -0.1752  0.0931
H: 2.2159 -2.7755 -0.2871  0.0868
H: 1.4208 -2.5803 1.9085  0.1296
H: -0.0211 -0.9262 2.0827  0.0852
N: -1.4802 0.7031 -0.0590  0.1978
C: -0.6820 1.6181 -0.5550  -0.4784
N: -1.1593 2.8130 -0.9731  0.1872
N: 0.6395 1.3788 -0.6722  0.1966
H: -1.0614 -0.1507 0.4002  0.0644
H: -2.4533 0.9391 0.0466  0.1335
H: -2.1491 2.8409 -1.1704  0.1257
H: -0.6027 3.2755 -1.6791  0.1285
H: 1.0150 0.6788 -0.0476  0.0993
H: 1.2301 2.1899 -0.7791  0.1282

For the LUMO energy, the calculation gives -2.77 eV. Its HOMO energy is -13.84 eV. As for the total charge: +1. As for the HOMO-LUMO gap: 11.075 eV.

---

# C5H9NO2S2

The molecule C5H9NO2S2 (the ωB97M-V functional and the def2-TZVPD basis, the Open Molecules 2025 dataset).

Each line ends with the Löwdin charge.
CARTESIAN COORDINATES (ANGSTROEM)
C: -0.7671 -0.8695 -0.3692  -0.6200
C: 1.1665 0.8306 0.0112  -0.2114
C: 0.1532 1.4290 0.9322  -0.1523
C: 0.8316 -0.6432 -0.2981  -0.5541
C: -1.8453 0.0431 0.2796  -0.7920
N: -1.3072 1.2120 0.6238  0.0152
O: -1.1601 -0.6824 -1.7213  -0.0293
O: -0.9434 -2.1769 -0.0232  -0.0472
S: 1.5479 -1.7344 0.8975  0.8146
S: -3.3989 -0.3491 0.4078  0.7379
H: 1.1465 1.4713 -0.8382  0.1068
H: 2.1704 0.9592 0.3297  0.0971
H: 0.2425 0.9946 1.9276  0.1123
H: 0.3039 2.4841 0.9408  0.1139
H: 1.2180 -1.0464 -1.2929  0.1305
H: -1.8481 2.0892 0.5134  0.1533
H: -0.9710 -1.5922 -2.1616  0.1637
H: 0.8302 -1.2747 1.9745  -0.0890
H: -1.8276 -2.4500 -0.0343  0.0500

For the LUMO energy, the calculation gives 0.42 eV. Its structure (SMILES) is OC1(O)C(=S)NCC[C@H]1S. Its HOMO energy is -8.66 eV. As for the HOMO-LUMO gap: 9.084 eV.

---

# C53H70ClO10PPbS2Se

A structure of composition C53H70ClO10PPbS2Se (the ωB97M-V functional and the def2-TZVPD basis, the Open Molecules 2025 dataset).

Each line ends with the Löwdin charge.
CARTESIAN COORDINATES (ANGSTROEM)
Pb: 1.0008 0.4366 -0.5068  1.2720
C: 2.4454 0.7471 -4.3748  -0.0592
C: 1.7286 -0.5605 -4.7038  -0.3672
C: 1.4144 -0.6448 -6.2008  -0.0710
C: 0.4570 -0.7471 -3.9004  -0.2048
C: -0.5104 0.2517 -3.8425  -0.0001
C: -1.7095 0.1008 -3.1546  -0.1219
C: -2.7701 1.1806 -3.3592  -0.3311
C: -3.7039 0.7801 -4.5150  -0.0577
C: -2.1922 2.5547 -3.7277  -0.0788
C: -1.9472 -1.1040 -2.4473  -0.0795
C: -1.0464 -2.1652 -2.6235  -0.1326
C: 0.1544 -1.9577 -3.3045  0.0036
C: -1.3865 -3.6030 -2.2726  -0.3649
C: -0.2634 -4.3271 -1.5242  -0.0801
C: -1.7259 -4.3716 -3.5572  -0.0574
C: -3.2971 -1.2986 -1.7855  -0.1567
C: -4.2732 -1.8170 -2.6464  -0.0670
C: -5.6190 -1.8621 -2.3273  -0.0867
C: -6.0284 -1.3587 -1.1046  -0.0895
C: -5.0667 -0.9337 -0.2031  -0.1222
C: -3.6933 -0.9395 -0.4755  -0.2595
P: -2.5373 -0.6969 0.9728  1.2137
C: -2.8497 -2.3875 1.8676  -0.6554
C: -2.2420 -3.4101 0.9036  -0.1346
C: -1.9661 -2.3842 3.1243  -0.1178
C: -4.2452 -2.9344 2.1999  -0.0918
C: -3.3627 0.6427 2.1001  -0.6462
C: -3.9929 1.8031 1.3213  -0.0849
C: -2.1694 1.1949 2.8870  -0.1195
C: -4.4051 0.1942 3.1315  -0.1127
H: 3.3707 0.8354 -4.9507  0.0848
H: 2.7147 0.7911 -3.3185  0.0321
H: 1.8242 1.6187 -4.6031  0.0833
H: 2.3953 -1.3840 -4.4419  0.1327
H: 0.7275 0.1558 -6.4938  0.0757
H: 0.9440 -1.5992 -6.4526  0.0744
H: 2.3281 -0.5413 -6.7935  0.0700
H: -0.3352 1.1783 -4.3747  0.1090
H: -3.3583 1.2844 -2.4458  0.1298
H: -3.1180 0.6394 -5.4286  0.0813
H: -4.4292 1.5798 -4.6954  0.0785
H: -4.2568 -0.1355 -4.3205  0.0445
H: -1.9882 2.6092 -4.8025  0.0767
H: -1.2684 2.7869 -3.2025  0.0647
H: -2.9075 3.3352 -3.4699  0.0846
H: 0.8669 -2.7711 -3.3818  0.1085
H: -2.2875 -3.6005 -1.6642  0.0886
H: 0.5356 -4.6323 -2.2047  0.0744
H: -0.6469 -5.2294 -1.0371  0.0874
H: 0.2006 -3.6919 -0.7705  0.0420
H: -0.8691 -4.3778 -4.2354  0.0785
H: -2.5697 -3.9205 -4.0848  0.0630
H: -1.9832 -5.4096 -3.3222  0.0758
H: -3.9474 -2.1677 -3.6183  0.1080
H: -6.3353 -2.2551 -3.0399  0.0966
H: -7.0782 -1.3245 -0.8368  0.0954
H: -5.3934 -0.6055 0.7733  0.0776
H: -1.3027 -3.0552 0.4760  0.0632
H: -2.9387 -3.6189 0.0900  0.0739
H: -2.0505 -4.3562 1.4259  0.0817
H: -0.9596 -2.0179 2.8978  0.0453
H: -1.8688 -3.4059 3.5111  0.0819
H: -2.3620 -1.7704 3.9330  0.0609
H: -4.8952 -2.9260 1.3246  0.0640
H: -4.7531 -2.4174 3.0053  0.0538
H: -4.1347 -3.9826 2.5090  0.0802
H: -3.2481 2.4821 0.9325  0.0508
H: -4.6401 2.3666 2.0060  0.0799
H: -4.5913 1.4899 0.4672  0.0674
H: -1.3822 1.5345 2.2133  0.0590
H: -1.7431 0.4432 3.5437  0.0414
H: -2.4953 2.0416 3.5035  0.0891
H: -5.3495 -0.1217 2.6860  0.0645
H: -4.6257 1.0622 3.7636  0.0765
H: -4.0547 -0.5945 3.7867  0.0465
O: -2.4653 3.2638 -1.0541  0.0069
C: -1.4215 2.6798 -0.7739  -0.6066
O: -1.3011 1.5147 -0.2511  -0.2531
C: -0.0628 3.3922 -1.0756  -0.5726
O: -0.0220 4.6065 -1.2061  0.0401
O: 0.9664 2.6066 -1.1732  -0.2696
O: 1.3765 0.7718 2.1148  -0.6398
S: 2.7373 0.9637 2.7460  0.8969
C: 2.6891 0.2298 4.4270  -0.2760
C: 1.7121 0.7863 5.4143  -0.2652
C: 0.3964 0.3377 5.4146  -0.0236
C: -0.5197 0.8580 6.3193  -0.0751
C: -0.1310 1.8224 7.2376  -0.1026
C: 1.1856 2.2636 7.2551  -0.0974
C: 2.0988 1.7460 6.3489  -0.0652
C: 2.7963 2.6960 3.2744  -0.2847
C: 3.1106 3.6382 2.1492  -0.2874
C: 4.4120 3.7237 1.6559  -0.0681
C: 4.7149 4.6006 0.6295  -0.0889
C: 3.7151 5.3973 0.0825  -0.0883
C: 2.4154 5.3026 0.5521  -0.0713
C: 2.1152 4.4230 1.5853  -0.0300
H: 3.7215 0.3397 4.7715  0.0971
H: 2.4854 -0.8274 4.2526  0.0481
H: 0.1106 -0.4366 4.7136  0.0981
H: -1.5441 0.5056 6.3042  0.1020
H: -0.8503 2.2298 7.9381  0.0932
H: 1.5015 3.0100 7.9745  0.0941
H: 3.1282 2.0882 6.3679  0.1065
H: 3.5772 2.7360 4.0392  0.0938
H: 1.8273 2.9024 3.7304  0.1034
H: 5.1833 3.0756 2.0611  0.1116
H: 5.7211 4.6374 0.2280  0.1021
H: 3.9438 6.0567 -0.7460  0.0992
H: 1.6210 5.8675 0.0863  0.0936
H: 1.0912 4.3266 1.9318  0.1219
Se: 3.8615 0.7013 -0.5481  0.5519
C: 4.6096 2.0568 -1.6670  -0.6589
C: 3.8618 3.0574 -2.2918  -0.1449
C: 4.4848 3.9931 -3.1089  -0.1076
C: 5.8592 3.9639 -3.3141  -0.1330
C: 6.6106 2.9757 -2.6879  -0.1279
C: 5.9920 2.0326 -1.8772  -0.1630
H: 2.7959 3.1144 -2.1107  0.0773
H: 3.8817 4.7625 -3.5808  0.0986
H: 6.3379 4.6955 -3.9556  0.0807
H: 7.6854 2.9341 -2.8348  0.0848
H: 6.5795 1.2583 -1.3974  0.0819
C: 0.8756 -4.5230 2.3549  -0.2375
S: 1.6004 -2.9506 2.8127  0.8095
C: 3.3194 -3.4737 2.7035  -0.2419
O: 1.3386 -2.7930 4.2927  -0.5751
H: 1.1858 -5.2587 3.0995  0.0633
H: 1.2156 -4.7894 1.3537  0.0311
H: -0.2075 -4.3956 2.3737  0.0093
H: 3.5420 -3.9282 3.6701  0.0554
H: 3.9410 -2.5970 2.5248  0.0536
H: 3.4607 -4.1713 1.8816  0.0281
O: 2.9729 -3.3389 -2.2042  -0.3472
Cl: 3.0504 -3.4946 -0.7755  0.6361
O: 4.3659 -3.1580 -0.3020  -0.3555
O: 2.7499 -4.8757 -0.4208  -0.3808
O: 2.0565 -2.6387 -0.1255  -0.4678

For the LUMO energy, the calculation gives 3.79 eV. Its HOMO energy is -2.36 eV. As for the total charge: -2. As for the HOMO-LUMO gap: 6.142 eV.

---

These records have F_max values of 4.8; 2.8; 2.5; 0.8; 2.8; 0.5 eV/Å, in the order they appear.